{"formula": "C20H40KO10S5", "method": "ωB97M-V/def2-TZVPD", "homo_ha": -0.4604, "lumo_ha": -0.0645, "largest_force_ha_per_bohr": 0.0427, "total_charge": 1, "orbital_gap_ha": 0.3958, "relative_energy_kcal_mol": 12.8, "energy_ev": -112360.4336, "symbols": ["K", "C", "C", "C", "S", "O", "O", "C", "H", "H", "H", "H", "H", "H", "H", "H", "C", "C", "C", "S", "O", "O", "C", "H", "H", "H", "H", "H", "H", "H", "H", "C", "C", "C", "S", "O", "O", "C", "H", "H", "H", "H", "H", "H", "H", "H", "C", "C", "C", "S", "O", "O", "C", "H", "H", "H", "H", "H", "H", "H", "H", "C", "C", "C", "S", "O", "O", "C", "H", "H", "H", "H", "H", "H", "H", "H"], "coordinates": [[-0.8784, -0.5784, 0.1589], [-0.1498, 1.8593, -5.2510], [-0.9167, 2.9428, -4.4617], [-0.1087, 3.2801, -3.2285], [0.6089, 1.6730, -2.7047], [-0.3848, 1.0411, -1.8836], [1.9334, 1.7584, -2.2049], [0.6128, 0.9247, -4.2902], [0.5527, 2.3511, -5.9388], [-0.8226, 1.3751, -5.9744], [-1.8925, 2.5396, -4.2233], [-1.0578, 3.8551, -5.0466], [-0.6501, 3.7215, -2.3774], [0.7243, 3.9210, -3.4719], [0.1843, -0.0749, -4.1731], [1.6784, 0.8481, -4.5234], [0.1653, -1.8081, 4.9178], [-0.9471, -2.5766, 5.6975], [-2.0362, -2.8572, 4.6572], [-1.1783, -3.1559, 3.1006], [-1.6706, -2.2417, 2.0692], [-1.0502, -4.5319, 2.7425], [0.4722, -2.6240, 3.6970], [1.0578, -1.6197, 5.5029], [-0.2533, -0.8463, 4.6564], [-1.3756, -2.0119, 6.5119], [-0.5700, -3.5198, 6.1227], [-2.5799, -1.9166, 4.5177], [-2.7159, -3.6753, 4.8525], [0.8657, -1.9975, 2.8850], [0.9248, -3.5923, 3.8087], [4.2712, -3.0875, 1.8692], [5.0990, -1.8220, 1.9627], [4.1954, -0.6284, 1.7576], [3.0695, -1.1712, 0.4342], [3.4735, -0.7861, -0.8748], [1.7125, -0.8510, 0.8294], [3.3557, -2.9423, 0.6081], [3.6740, -3.1634, 2.7947], [4.8755, -3.9751, 1.7898], [5.8273, -1.7948, 1.1687], [5.7101, -1.7977, 2.8661], [4.6194, 0.3405, 1.4563], [3.6111, -0.4264, 2.6526], [3.8542, -3.2020, -0.3314], [2.3816, -3.4095, 0.6331], [-5.5297, -1.5301, -3.6130], [-5.3439, -0.0353, -3.2514], [-3.8742, 0.2003, -3.4970], [-2.9655, -1.3277, -3.0577], [-2.5539, -1.3610, -1.6737], [-1.9575, -1.4809, -4.1063], [-4.3943, -2.4571, -3.1053], [-5.5168, -1.5418, -4.7121], [-6.5108, -1.8832, -3.2766], [-5.6337, 0.2040, -2.2051], [-5.9199, 0.5846, -3.9521], [-3.3829, 1.0195, -2.9736], [-3.6565, 0.3451, -4.5558], [-4.4570, -2.7934, -2.0852], [-4.1800, -3.3548, -3.6894], [0.5775, 4.5808, 1.5007], [1.5759, 3.9897, 0.4860], [1.8812, 2.4933, 0.8243], [1.0539, 2.2405, 2.3806], [1.8280, 1.5307, 3.3763], [-0.2359, 1.7316, 1.9013], [0.8652, 3.9882, 2.8428], [-0.4444, 4.3126, 1.1810], [0.6327, 5.6524, 1.4803], [2.5131, 4.5148, 0.5634], [1.2033, 4.1763, -0.5264], [2.9230, 2.2525, 0.8817], [1.3917, 1.7930, 0.1680], [1.7551, 4.3711, 3.3206], [0.0844, 4.0382, 3.6122]], "forces_ev_per_angstrom": [[0.09, 0.15, 0.22], [0.20, 0.48, -1.02], [0.04, -0.12, -0.17], [0.31, -0.53, 0.77], [-1.06, 1.15, -0.78], [-0.88, -0.49, 0.73], [1.17, 0.43, 0.52], [0.08, -0.29, -0.80], [0.16, -0.04, 0.46], [0.10, -0.34, 0.66], [-0.28, 0.10, 0.34], [-0.08, -0.24, -0.09], [0.09, -0.32, -0.33], [0.37, 0.22, -0.12], [-0.05, 0.16, -0.09], [-0.24, -0.13, -0.21], [-0.43, -0.62, 1.17], [0.57, -0.69, -0.37], [-0.04, 0.66, -0.14], [0.92, 1.27, -0.39], [0.04, -0.23, 0.68], [-0.42, -0.91, 0.06], [-1.53, 0.79, -1.36], [0.07, -0.03, 0.26], [0.06, 0.37, -0.36], [0.01, 0.27, 0.20], [0.03, 0.28, -0.18], [-0.18, -0.32, -0.21], [-0.06, -0.16, 0.10], [0.29, -0.47, 0.14], [0.77, -0.11, 0.39], [-1.28, 0.14, -0.21], [1.10, 0.26, -0.37], [-0.55, 0.47, 0.03], [-0.19, -0.64, 1.03], [0.60, 0.57, -0.67], [-0.45, 0.10, 0.21], [0.66, 0.48, 0.38], [-0.02, -0.13, -0.45], [0.25, -0.27, 0.01], [0.40, -0.23, -0.52], [-0.37, 0.21, 0.18], [0.27, -0.56, -0.07], [-0.44, -0.05, -0.08], [0.08, -0.14, 0.31], [-0.15, -0.25, 0.24], [-0.64, -0.39, -0.35], [0.21, -0.34, 0.61], [0.88, 0.05, 0.18], [0.15, 0.20, -1.38], [0.26, 0.36, 0.25], [-0.79, -0.29, 0.99], [0.29, 0.90, -0.52], [-0.10, -0.33, 0.22], [0.23, -0.06, -0.16], [0.15, -0.21, -0.67], [-0.03, -0.21, 0.43], [-0.14, -0.03, 0.27], [-0.04, -0.22, -0.03], [-0.38, 0.15, 0.49], [-0.08, 0.42, -0.38], [-0.79, -0.19, -0.89], [0.18, -0.34, 0.05], [-0.63, 0.95, -0.08], [-0.07, -0.17, -0.31], [-0.39, -0.06, -0.29], [0.27, 0.15, 1.12], [-0.60, -0.88, 0.52], [0.32, 0.07, 0.25], [0.09, 0.56, 0.14], [0.37, 0.35, 0.03], [0.15, -0.44, 0.12], [0.59, 0.07, 0.08], [0.01, -0.13, -0.23], [0.58, -0.20, -0.11], [-0.10, -0.01, -0.44]]}


{"formula": "C45H47N6O2PTi", "method": "ωB97M-V/def2-TZVPD", "homo_ha": -0.6726, "lumo_ha": -0.4378, "largest_force_ha_per_bohr": 0.0133, "total_charge": 4, "orbital_gap_ha": 0.2347, "relative_energy_kcal_mol": 0.0, "energy_ev": -92836.9717, "symbols": ["Ti", "C", "C", "C", "C", "C", "N", "C", "C", "C", "N", "C", "C", "C", "C", "C", "C", "C", "C", "N", "C", "C", "C", "N", "C", "C", "C", "C", "O", "C", "O", "H", "H", "H", "H", "H", "H", "H", "H", "H", "H", "H", "H", "H", "H", "H", "H", "H", "H", "H", "H", "H", "H", "H", "H", "H", "H", "H", "H", "C", "C", "C", "C", "C", "C", "P", "C", "C", "C", "C", "C", "C", "C", "C", "C", "C", "C", "C", "H", "H", "H", "H", "H", "H", "H", "H", "H", "H", "H", "H", "H", "H", "H", "N", "C", "C", "N", "C", "H", "H", "H", "H"], "coordinates": [[0.8273, 0.4581, 0.5592], [5.1375, -4.4255, -2.2694], [4.0435, -3.6085, -1.6516], [2.9123, -4.1977, -1.1025], [1.8697, -3.4413, -0.5361], [0.7194, -4.1546, -0.0491], [-0.3243, -3.6267, 0.4976], [-1.5262, -4.3694, 0.9104], [-2.7719, -3.8480, 0.1916], [-3.6341, -2.8496, 0.9536], [-2.8840, -1.6833, 1.4565], [-3.0329, -1.2095, 2.6492], [-2.3962, -0.0591, 3.2248], [-2.9364, 0.4217, 4.4314], [-2.4436, 1.5510, 5.0759], [-3.0369, 2.0412, 6.3620], [-1.3699, 2.1972, 4.4691], [-0.7727, 1.7346, 3.2849], [0.2899, 2.5288, 2.6993], [0.9419, 2.2754, 1.6218], [1.9305, 3.3015, 1.2067], [2.0229, 3.3918, -0.3053], [2.8852, 2.3358, -0.9724], [2.4829, 0.9343, -0.6588], [3.2409, 0.0284, -1.1662], [3.0930, -1.4160, -1.0741], [4.1000, -2.2152, -1.6353], [1.9726, -2.0370, -0.5092], [0.9824, -1.2993, 0.0116], [-1.2813, 0.5904, 2.6621], [-0.6940, 0.1075, 1.5592], [5.1467, -5.4386, -1.8742], [6.1120, -3.9773, -2.0837], [4.9992, -4.4869, -3.3495], [2.8260, -5.2778, -1.1080], [0.7140, -5.2364, -0.1588], [-0.3204, -2.6104, 0.5812], [-1.6090, -4.2976, 1.9976], [-1.3466, -5.4156, 0.6666], [-3.4218, -4.6997, -0.0175], [-2.4927, -3.4415, -0.7829], [-4.1075, -3.3128, 1.8202], [-4.4197, -2.4727, 0.2964], [-2.3104, -1.1617, 0.7922], [-3.7422, -1.7410, 3.2793], [-3.7836, -0.0992, 4.8632], [-4.1164, 1.9029, 6.3739], [-2.8256, 3.0971, 6.5146], [-2.6191, 1.4906, 7.2057], [-0.9723, 3.0948, 4.9286], [0.5153, 3.4595, 3.2246], [2.8939, 3.0494, 1.6582], [1.6166, 4.2620, 1.6206], [2.4598, 4.3583, -0.5669], [1.0118, 3.4085, -0.7263], [3.9251, 2.4512, -0.6501], [2.8494, 2.4573, -2.0573], [4.0986, 0.3612, -1.7554], [4.9626, -1.7250, -2.0722], [-2.9279, -2.5045, -3.1627], [-1.5375, -2.5313, -3.1212], [-0.8371, -1.4851, -2.5438], [-1.5118, -0.3704, -2.0316], [-2.9095, -0.3778, -2.0318], [-3.6100, -1.4413, -2.5909], [-0.6154, 1.1465, -1.5285], [-1.9014, 2.3756, -1.2378], [-2.1965, 2.8410, 0.0402], [-3.2209, 3.7566, 0.2370], [-3.9609, 4.2083, -0.8457], [-3.6815, 3.7414, -2.1255], [-2.6606, 2.8291, -2.3248], [0.3496, 1.7521, -2.9458], [0.3667, 3.1207, -3.2264], [1.1677, 3.6209, -4.2432], [1.9648, 2.7653, -4.9886], [1.9544, 1.4019, -4.7173], [1.1576, 0.8986, -3.7016], [-3.4735, -3.3023, -3.6468], [-0.9996, -3.3576, -3.5673], [0.2444, -1.5327, -2.5342], [-3.4634, 0.4693, -1.6487], [-4.6902, -1.4078, -2.6239], [-1.6221, 2.4981, 0.8909], [-3.4390, 4.1233, 1.2299], [-4.7564, 4.9248, -0.6969], [-4.2595, 4.0923, -2.9685], [-2.4561, 2.4714, -3.3266], [-0.2557, 3.8085, -2.6707], [1.1553, 4.6797, -4.4607], [2.5791, 3.1546, -5.7881], [2.5527, 0.7276, -5.3144], [1.1600, -0.1690, -3.5338], [3.3161, -1.0943, 3.7599], [4.2776, -0.2849, 3.2184], [3.6860, 0.3402, 2.1692], [2.3694, -0.0760, 2.0686], [2.1918, -0.9478, 3.0504], [3.4294, -1.6835, 4.5734], [5.2746, -0.2273, 3.6166], [4.1249, 1.0495, 1.4921], [1.2729, -1.4592, 3.2841]], "forces_ev_per_angstrom": [[-0.21, -0.57, 0.33], [0.04, 0.00, 0.02], [-0.07, 0.07, 0.02], [0.00, 0.14, 0.03], [0.03, 0.07, -0.04], [0.04, 0.04, 0.00], [0.03, 0.09, -0.02], [0.08, -0.04, 0.06], [-0.10, -0.06, -0.03], [-0.06, 0.00, 0.03], [0.08, 0.07, -0.08], [0.00, 0.03, 0.03], [0.06, 0.06, 0.05], [0.07, 0.06, -0.03], [0.06, -0.02, -0.11], [-0.02, 0.03, -0.01], [-0.06, -0.10, -0.03], [-0.11, -0.03, 0.07], [-0.07, 0.02, 0.03], [0.06, 0.29, 0.06], [0.01, 0.03, 0.06], [-0.03, 0.11, -0.09], [0.05, -0.01, 0.01], [0.07, 0.06, 0.00], [0.00, -0.08, -0.04], [0.02, -0.10, -0.02], [-0.07, -0.08, 0.06], [-0.04, 0.01, 0.00], [0.18, -0.06, -0.27], [-0.01, 0.02, 0.01], [-0.04, 0.10, 0.14], [0.00, -0.02, -0.01], [0.01, -0.01, -0.02], [0.01, -0.01, -0.03], [0.00, -0.05, -0.01], [0.00, 0.00, 0.01], [0.00, -0.10, -0.02], [-0.02, -0.01, -0.02], [-0.04, 0.02, 0.02], [-0.01, 0.02, -0.03], [0.02, 0.01, 0.03], [0.01, -0.01, -0.05], [0.00, -0.05, 0.01], [-0.04, -0.05, 0.06], [0.00, 0.00, 0.00], [-0.02, -0.01, 0.02], [-0.01, -0.01, 0.02], [0.00, 0.01, 0.02], [0.00, -0.01, 0.03], [0.01, 0.04, 0.02], [-0.03, -0.04, -0.01], [0.01, 0.00, -0.03], [0.06, -0.04, -0.05], [-0.01, -0.03, 0.02], [0.09, -0.02, 0.04], [-0.05, 0.05, -0.03], [0.01, 0.03, 0.04], [-0.01, -0.02, 0.01], [0.04, 0.01, -0.03], [0.03, 0.03, 0.00], [-0.02, -0.02, 0.00], [0.06, 0.00, 0.02], [0.01, 0.00, -0.01], [-0.03, 0.00, 0.03], [0.02, -0.01, -0.01], [0.00, 0.11, -0.07], [-0.06, 0.00, -0.05], [0.08, -0.01, 0.09], [-0.01, -0.01, -0.04], [0.01, -0.01, 0.00], [0.02, -0.01, 0.00], [0.04, -0.01, 0.01], [0.01, -0.04, 0.01], [-0.03, 0.00, 0.00], [0.01, -0.02, 0.01], [0.00, -0.02, 0.01], [0.00, 0.02, 0.00], [0.00, -0.02, -0.02], [-0.02, -0.05, -0.02], [0.01, -0.02, -0.01], [-0.06, -0.01, 0.02], [0.01, -0.01, 0.00], [-0.05, 0.00, 0.00], [-0.02, 0.02, -0.05], [-0.01, 0.02, 0.05], [-0.02, 0.03, 0.01], [-0.02, 0.01, -0.03], [0.02, 0.00, -0.01], [-0.02, 0.01, 0.02], [0.00, 0.03, 0.00], [0.02, 0.01, -0.03], [0.02, -0.02, -0.02], [0.00, 0.02, 0.00], [-0.08, 0.02, 0.00], [0.05, 0.03, -0.01], [0.06, 0.04, 0.01], [0.05, -0.03, -0.17], [-0.18, 0.00, 0.09], [0.01, 0.00, -0.02], [0.05, 0.02, 0.01], [0.01, 0.01, -0.02], [-0.01, -0.02, -0.02]]}


{"formula": "H12NO4", "method": "ωB97M-V/def2-TZVPD", "homo_ha": -0.5543, "lumo_ha": -0.1158, "largest_force_ha_per_bohr": 0.0643, "total_charge": 1, "orbital_gap_ha": 0.4385, "relative_energy_kcal_mol": 31.9, "energy_ev": -9868.6700, "symbols": ["N", "H", "H", "H", "H", "H", "H", "O", "H", "H", "O", "H", "H", "O", "H", "H", "O"], "coordinates": [[-0.4268, 0.6767, 0.5559], [-0.4361, 0.3267, -0.4582], [-1.0847, 0.0607, 0.9897], [0.5221, 0.7025, 1.0547], [-0.6651, 1.6391, 0.4316], [0.8431, 0.3837, -4.6982], [0.0613, -0.8439, -4.6623], [0.2096, -0.1083, -4.0860], [-2.8094, -0.3805, 2.3996], [-2.2074, -1.3327, 3.3956], [-2.0518, -0.4381, 3.0283], [2.5431, 0.4338, 2.1396], [1.6614, 1.0647, 3.3111], [2.0674, 1.1883, 2.4399], [0.3104, -0.6622, -2.5315], [1.0508, -1.6988, -1.7762], [0.4120, -1.0118, -1.5337]], "forces_ev_per_angstrom": [[1.83, -0.26, -2.17], [1.31, -0.16, 1.42], [-0.65, 0.04, 1.28], [-1.09, -0.45, -0.72], [-0.97, 0.85, 0.69], [-0.99, -0.33, 1.62], [-0.72, -1.19, -0.36], [1.59, 1.48, -1.45], [0.54, 0.19, 0.81], [0.38, 0.62, 0.00], [-1.00, -0.80, -1.01], [0.71, -1.08, 0.34], [0.51, -0.40, -0.27], [-1.43, 1.28, -0.30], [-0.01, -0.30, 2.51], [-0.03, -0.14, 0.85], [0.00, 0.67, -3.24]]}


{"formula": "C22H36N6O2PtSb", "method": "ωB97M-V/def2-TZVPD", "homo_ha": -0.4322, "lumo_ha": -0.0912, "largest_force_ha_per_bohr": 0.0158, "total_charge": 1, "orbital_gap_ha": 0.3410, "relative_energy_kcal_mol": 0.0, "energy_ev": -46213.3411, "symbols": ["Pt", "N", "C", "C", "O", "O", "H", "H", "H", "H", "C", "C", "N", "C", "C", "N", "C", "N", "N", "N", "C", "C", "C", "C", "C", "C", "H", "H", "H", "H", "H", "H", "H", "H", "H", "H", "H", "C", "C", "C", "Sb", "C", "C", "C", "C", "C", "C", "H", "H", "H", "H", "H", "H", "H", "H", "H", "H", "H", "H", "H", "H", "H", "H", "H", "H", "H", "H", "H"], "coordinates": [[1.2403, 1.3112, 1.5973], [3.0884, 2.0761, 2.3017], [2.9723, 2.1746, 3.7853], [1.5303, 2.0210, 4.3090], [1.2840, 2.3238, 5.4441], [0.6417, 1.5121, 3.4713], [3.9302, 1.5870, 2.0190], [3.1368, 3.0030, 1.8919], [3.3512, 3.1300, 4.1418], [3.5703, 1.3911, 4.2474], [2.9398, -1.2077, 0.1023], [2.5164, -0.0616, -0.7436], [1.9560, 1.0629, -0.3134], [1.7207, 1.8583, -1.4169], [2.1656, 1.2140, -2.5201], [2.6645, 0.0048, -2.0853], [3.2707, -1.0141, -2.9456], [2.7058, -2.3050, -2.7445], [3.4741, -3.2962, -2.2065], [2.7906, -4.3632, -2.1319], [1.5226, -4.1155, -2.6279], [0.4175, -4.9592, -2.7576], [-0.7234, -4.4136, -3.2996], [-0.7739, -3.0650, -3.7077], [0.3082, -2.2214, -3.5837], [1.4603, -2.7849, -3.0346], [2.8260, -0.9390, 1.1502], [3.9776, -1.4811, -0.0916], [2.3273, -2.0895, -0.0891], [1.2912, 2.8404, -1.3262], [2.1849, 1.4999, -3.5573], [4.3352, -1.0986, -2.7330], [3.1312, -0.6831, -3.9739], [0.4684, -5.9936, -2.4475], [-1.6043, -5.0281, -3.4245], [-1.6917, -2.6852, -4.1375], [0.2620, -1.1887, -3.9035], [-3.3620, 0.7377, -1.1236], [-1.8517, 0.8497, -0.9252], [-1.1235, -0.3403, -1.5433], [-1.2296, 1.0716, 1.1168], [-2.0657, 2.8689, 1.9275], [-3.5803, 2.8167, 2.0977], [-1.6223, 4.0716, 1.1020], [-2.0305, -0.5094, 2.3309], [-1.0235, -1.6541, 2.4174], [-3.4088, -1.0138, 1.9170], [-3.5902, 0.8083, -2.1902], [-3.9186, 1.5267, -0.6196], [-3.7400, -0.2214, -0.7727], [-1.5130, 1.7781, -1.3954], [-1.4854, -1.2815, -1.1214], [-0.0433, -0.3035, -1.3908], [-1.3120, -0.3760, -2.6196], [-1.5892, 2.8954, 2.9106], [-4.0979, 2.8280, 1.1374], [-3.9125, 3.6979, 2.6516], [-3.9101, 1.9409, 2.6577], [-2.0057, 4.0207, 0.0792], [-0.5345, 4.1576, 1.0549], [-2.0096, 4.9922, 1.5441], [-2.0943, -0.0207, 3.3075], [-0.9271, -2.1696, 1.4580], [-1.3634, -2.3883, 3.1515], [-0.0358, -1.3080, 2.7235], [-3.3553, -1.5816, 0.9862], [-4.1423, -0.2176, 1.7887], [-3.7905, -1.6923, 2.6834]], "forces_ev_per_angstrom": [[0.28, 0.37, -0.67], [-0.03, -0.08, 0.34], [-0.05, 0.11, 0.00], [0.02, -0.08, -0.04], [0.02, -0.01, -0.03], [0.10, 0.19, 0.15], [0.00, -0.03, 0.06], [0.07, 0.01, 0.02], [0.02, -0.02, 0.01], [-0.04, -0.04, -0.02], [-0.04, 0.00, 0.02], [0.16, 0.11, 0.02], [-0.42, -0.32, -0.04], [0.14, 0.16, 0.12], [0.00, -0.06, -0.01], [-0.05, -0.04, -0.02], [0.07, 0.10, 0.05], [0.04, -0.04, -0.11], [-0.05, -0.01, 0.00], [0.00, 0.01, 0.03], [0.00, 0.00, 0.01], [-0.03, -0.01, 0.00], [0.00, -0.01, 0.01], [0.05, 0.01, -0.03], [0.06, -0.10, -0.15], [0.01, -0.01, 0.07], [0.00, 0.02, 0.00], [-0.02, -0.03, -0.02], [-0.01, 0.00, 0.01], [-0.07, -0.03, 0.00], [0.00, 0.00, 0.01], [0.01, -0.03, -0.03], [0.01, 0.03, 0.00], [0.01, 0.00, 0.00], [0.00, 0.00, 0.00], [-0.01, 0.00, 0.01], [0.05, -0.06, -0.03], [0.01, 0.03, -0.02], [-0.02, 0.04, 0.01], [-0.12, 0.10, 0.01], [-0.14, -0.29, 0.25], [-0.12, -0.04, -0.08], [0.00, 0.03, 0.04], [0.02, 0.01, -0.01], [0.00, -0.04, -0.01], [0.00, 0.00, 0.03], [-0.01, 0.00, 0.00], [0.00, -0.02, 0.00], [0.01, 0.01, -0.01], [-0.01, 0.01, 0.02], [0.10, -0.03, 0.01], [0.01, -0.01, -0.02], [-0.03, 0.02, -0.03], [-0.05, 0.05, 0.13], [0.02, 0.02, -0.01], [0.00, -0.01, 0.00], [0.00, 0.00, -0.01], [0.01, 0.00, 0.00], [-0.02, 0.00, 0.00], [0.00, -0.01, 0.00], [0.01, 0.00, 0.01], [0.01, 0.01, -0.01], [0.01, 0.00, -0.01], [0.00, -0.01, -0.02], [0.00, 0.01, 0.02], [0.00, 0.01, -0.01], [0.01, 0.01, 0.00], [0.01, 0.00, 0.00]]}